1.
ORCA calculation (ωB97M-V/def2-TZVPD) on 2 unconnected molecules or ions with the total composition C8H18BClN2O4.

```
34
C8H18BClN2O4 (ωB97M-V/def2-TZVPD)
C -2.608 2.711 0.651
N -1.164 2.993 0.734
C -0.377 2.254 -0.284
B -0.574 0.677 -0.285
C -0.680 -0.172 1.039
C 0.462 0.134 2.001
C 0.325 -0.548 3.344
Cl -1.257 -0.178 4.162
C -0.662 -0.100 -1.654
O -1.471 0.541 -2.707
N -2.806 0.504 -2.334
O -3.368 -0.417 -2.796
H -2.936 2.361 -0.330
H -2.900 2.041 1.458
H -3.140 3.647 0.836
H -1.074 3.971 0.484
H -0.494 2.682 -1.286
H 0.680 2.410 -0.033
H -0.622 -1.219 0.740
H -1.669 0.007 1.474
H 0.612 1.204 2.120
H 1.349 -0.316 1.542
H 0.393 -1.623 3.239
H 1.084 -0.203 4.037
H 0.403 -0.266 -1.950
H -1.075 -1.085 -1.445
O 4.131 -4.045 -2.134
C 3.704 -2.795 -1.813
C 2.190 -2.716 -1.378
O 1.752 -1.450 -1.072
H 3.795 -2.029 -2.633
H 4.258 -2.301 -0.966
H 2.104 -3.458 -0.546
H 1.636 -3.219 -2.210
```

Properties
energy relative to the best compared isomer or geometry (same formula, charge and spin)	44.0	kJ/mol
HOMO energy	0.0587	Ha
charge	-2
Kohn-Sham gap	2.9	eV
maximum force	1.31	eV/Å
2S+1	1

Charges computed using natural (NBO), reported in e: -0.4269 -0.6161 -0.6285 0.9818 -0.8303 -0.4342 -0.3134 -0.1535 -0.5420 -0.4345 0.3598 -0.2914 0.1903 0.1913 0.1710 0.3322 0.1832 0.2311 0.2487 0.2253 0.1989 0.2741 0.2120 0.1969 0.3586 0.1998 -1.0098 -0.0319 -0.0666 -1.0040 0.0456 0.0420 0.0686 0.0719

2.
ORCA calculation (ωB97M-V/def2-TZVPD) on 4 unconnected molecules or ions with the total composition C4H16O3.

```
23
C4H16O3 (ωB97M-V/def2-TZVPD)
C -1.728 0.304 0.171
C -0.654 0.194 -0.931
C 0.807 0.316 -0.466
C 1.822 0.613 -1.533
H -1.724 -0.675 0.661
H -2.723 0.286 -0.272
H -1.542 1.096 0.890
H -0.838 0.783 -1.827
H -0.706 -0.877 -1.181
H 0.808 1.024 0.401
H 1.050 -0.488 0.249
H 2.830 0.761 -1.140
H 1.599 1.621 -1.917
H 1.727 0.033 -2.449
O 0.354 -1.378 2.798
H 0.114 -2.150 2.263
H -0.538 -0.947 2.839
O -0.942 3.264 -0.869
H -0.035 2.955 -0.961
H -0.685 4.100 -0.424
O 0.376 -3.135 0.525
H 0.715 -3.862 -0.026
H 0.496 -2.341 -0.005
```

Properties
energy relative to the best compared isomer or geometry (same formula, charge and spin)	109.3	kJ/mol
HOMO energy	-0.3917	Ha
charge	0
Kohn-Sham gap	11.3	eV
SMILES	CCCC.O.O.O
maximum force	2.78	eV/Å
2S+1	1

Charges computed using natural (NBO), reported in e: -0.6043 -0.3971 -0.4323 -0.6155 0.1901 0.2183 0.2127 0.2077 0.1810 0.2026 0.2065 0.2229 0.1894 0.2138 -0.9479 0.4855 0.4605 -0.9223 0.4608 0.4641 -0.9589 0.4831 0.4793

3.
ORCA calculation (ωB97M-V/def2-TZVPD) on 2 unconnected molecules or ions with the total composition C7H10O.

```
18
C7H10O (ωB97M-V/def2-TZVPD)
C -2.164 0.886 -1.147
C -1.622 -0.122 -0.314
C -0.373 -0.731 -0.541
C 0.272 -0.208 -1.696
C -0.283 0.717 -2.560
C -1.490 1.348 -2.209
H -3.141 1.360 -0.970
H -2.127 -0.402 0.638
H 0.137 -1.412 0.078
H 1.325 -0.592 -1.934
H 0.312 1.049 -3.455
H -1.933 2.024 -2.968
C 1.919 -0.764 3.223
O 1.597 -1.114 1.841
H 2.901 -1.326 3.570
H 2.188 0.298 3.281
H 1.099 -0.893 3.895
H 1.382 -0.117 1.267
```

Properties
energy relative to the best compared isomer or geometry (same formula, charge and spin)	185.9	kJ/mol
HOMO energy	-0.3416	Ha
charge	0
Kohn-Sham gap	10.1	eV
SMILES	c1ccccc1.CO
maximum force	5.53	eV/Å
2S+1	1

Charges computed using natural (NBO), reported in e: -0.2204 -0.2066 -0.2392 -0.2123 -0.2239 -0.2151 0.2162 0.2128 0.2452 0.2096 0.2171 0.2157 -0.2502 -0.7426 0.1767 0.1681 0.1730 0.4759

4.
ORCA calculation (ωB97M-V/def2-TZVPD) on a molecular structure, C38H31GeN4PdSTe.

```
77
C38H31GeN4PdSTe (ωB97M-V/def2-TZVPD)
Pd 1.193 -0.282 -0.448
C -0.514 -5.526 -1.795
C 0.402 -5.586 -0.753
C 1.263 -4.529 -0.510
C 1.241 -3.386 -1.316
C 0.278 -3.317 -2.323
C -0.579 -4.374 -2.566
N 2.072 -2.278 -1.116
C 3.384 -2.415 -0.904
C 4.123 -3.635 -1.120
C 5.467 -3.712 -0.930
C 6.223 -2.595 -0.502
C 5.577 -1.407 -0.339
C 4.184 -1.291 -0.545
N 3.546 -0.056 -0.452
N 4.291 0.950 -0.316
C 3.645 2.211 -0.284
C 4.437 3.240 0.223
C 3.912 4.512 0.272
C 2.621 4.717 -0.206
C 1.929 3.633 -0.713
N 2.420 2.394 -0.760
H -1.177 -6.358 -1.989
H 0.446 -6.460 -0.118
H 1.957 -4.582 0.319
H 0.233 -2.418 -2.929
H -1.303 -4.295 -3.367
H 3.589 -4.504 -1.475
H 5.971 -4.650 -1.119
H 7.286 -2.683 -0.328
H 6.119 -0.521 -0.041
H 5.433 3.008 0.567
H 4.496 5.332 0.666
H 2.160 5.693 -0.198
H 0.928 3.770 -1.099
C -0.462 2.182 -2.274
Ge -0.602 1.276 -0.550
C -2.372 0.476 -0.373
C -3.467 0.646 -1.113
C -4.765 0.149 -0.646
C -4.864 -0.663 0.402
C -3.649 -1.258 1.073
C -2.417 -0.351 0.876
C -0.549 2.441 1.046
C 0.396 2.201 2.006
C 0.460 2.951 3.200
C -0.441 3.945 3.430
C -1.440 4.243 2.467
C -2.377 5.281 2.692
C -3.326 5.582 1.762
C -3.375 4.856 0.554
C -2.486 3.848 0.318
C -1.491 3.496 1.267
H -1.007 3.123 -2.249
H -0.907 1.542 -3.034
H 0.575 2.369 -2.540
H -3.441 1.239 -2.019
H -5.660 0.483 -1.153
H -5.829 -1.014 0.741
H -3.841 -1.331 2.148
H -2.296 0.315 1.738
H 1.130 1.405 1.847
H 1.227 2.727 3.928
H -0.407 4.525 4.342
H -2.320 5.834 3.620
H -4.037 6.377 1.944
H -4.123 5.099 -0.188
H -2.548 3.302 -0.612
Te -0.562 -1.472 0.839
C -3.469 -2.675 0.608
C -3.145 -3.751 1.382
C -3.083 -4.964 0.649
C -3.378 -4.779 -0.665
S -3.707 -3.145 -1.026
H -2.961 -3.674 2.442
H -2.835 -5.920 1.079
H -3.403 -5.518 -1.445
```

Properties
energy relative to the best compared isomer or geometry (same formula, charge and spin)	183.4	kJ/mol
⟨S²⟩	0.761
HOMO energy (alpha / beta)	-0.2430 / -0.2425	Ha
charge	0
Kohn-Sham gap (alpha / beta)	6.0 / 4.5	eV
maximum force	1.38	eV/Å
2S+1	2

Charges computed using Mulliken, reported in e: 0.0246 -0.5206 -0.7892 0.2794 -0.2632 -0.0903 -0.8779 -0.0965 0.2397 -0.5732 -0.6952 -0.7998 -0.3579 0.0822 0.9289 -0.9783 0.0153 -0.3712 -0.5205 -0.9640 -0.0837 0.1090 0.5516 0.4150 0.5903 0.3723 0.4158 0.4622 0.3763 0.3797 0.4239 0.4744 0.4019 0.4552 0.3195 -1.4788 1.2849 0.5941 -0.3680 -0.5596 -1.0289 0.5822 -1.4922 0.9041 -0.7495 -0.9723 -0.8344 0.9674 -0.9901 -0.5531 -1.1150 -0.4027 0.8168 0.4580 0.5277 0.4799 0.4436 0.4305 0.4020 0.3620 0.6786 0.3249 0.4350 0.3761 0.4152 0.4070 0.4231 0.1748 0.0087 -0.3478 -0.2873 -0.5090 -0.4891 -0.0676 0.4656 0.4186 0.5293

5.
ORCA calculation (ωB97M-V/def2-TZVPD) on a gas-phase ion, C7H14N3OS (charge +1).

```
26
C7H14N3OS (ωB97M-V/def2-TZVPD)
C 0.355 0.060 3.933
O 0.579 0.438 2.499
C 0.438 -0.783 1.675
N -0.729 -0.702 0.715
C -1.910 -1.614 0.458
N -2.719 -0.997 -0.678
N -2.197 0.208 -1.175
C -0.961 0.389 -0.307
C -0.110 1.732 -0.707
C 1.153 1.345 -1.678
C 0.800 0.320 -2.907
S 2.452 -0.258 -3.671
H 0.540 1.010 4.593
H 1.150 -0.804 4.139
H -0.755 -0.360 4.024
H 0.415 -1.779 2.332
H 1.415 -0.897 0.999
H -2.122 -2.626 1.012
H -3.580 -1.324 -1.168
H -0.788 2.604 -1.122
H 0.352 2.146 0.312
H 2.040 0.989 -0.981
H 1.508 2.366 -2.183
H 0.118 0.871 -3.689
H 0.246 -0.663 -2.595
H 2.312 -1.672 -3.829
```

Properties
energy relative to the best compared isomer or geometry (same formula, charge and spin)	539.7	kJ/mol
HOMO energy	-0.4305	Ha
charge	+1
Kohn-Sham gap	7.1	eV
SMILES	COCn1c[nH+]nc1CCCS
maximum force	7.78	eV/Å
2S+1	1

Charges computed using natural (NBO), reported in e: -0.2809 -0.5365 0.0686 -0.3958 0.2230 -0.3326 -0.1811 0.4228 -0.4768 -0.4296 -0.5271 -0.0669 0.2453 0.1952 0.1908 0.2351 0.2391 0.2941 0.4690 0.2821 0.2671 0.2325 0.2499 0.2394 0.2162 0.1571

6.
ORCA calculation (ωB97M-V/def2-TZVPD) on a single C4H8N2O molecule.

```
15
C4H8N2O (ωB97M-V/def2-TZVPD)
N 1.631 -0.485 -1.171
C 1.101 -0.510 0.098
O 0.613 -1.565 0.508
C 0.817 0.745 0.826
N -0.885 0.989 0.637
C -1.609 -0.270 0.650
C -1.552 0.506 -0.614
H 1.751 -1.423 -1.532
H 2.390 0.142 -1.381
H 0.872 0.606 1.908
H 1.417 1.614 0.503
H -0.832 -1.114 0.643
H -2.445 -0.445 1.337
H -0.903 0.092 -1.387
H -2.368 1.118 -1.024
```

Properties
energy relative to the best compared isomer or geometry (same formula, charge and spin)	321.6	kJ/mol
HOMO energy	-0.3305	Ha
charge	0
Kohn-Sham gap	9.8	eV
SMILES	NC(=O)CN1CC1
maximum force	2.58	eV/Å
2S+1	1

Charges computed using natural (NBO), reported in e: -0.8199 0.6291 -0.6133 -0.3346 -0.3516 -0.3258 -0.2825 0.3997 0.3898 0.2344 0.2102 0.2629 0.2021 0.1939 0.2056

7.
ORCA calculation (ωB97M-V/def2-TZVPD) on a single C6H15NO molecule.

```
23
C6H15NO (ωB97M-V/def2-TZVPD)
C 0.398 2.196 1.343
C -0.749 1.255 0.729
C -1.250 0.390 1.885
C -0.354 0.396 -0.541
C -1.687 -0.277 -0.785
N 0.810 -0.366 -0.065
C 1.681 -1.067 -1.179
O 1.299 -2.348 -1.462
H 1.187 2.184 0.624
H -0.106 3.186 1.391
H 0.891 1.955 2.228
H -1.591 1.993 0.348
H -2.127 -0.070 1.898
H -0.939 0.920 2.843
H -0.596 -0.482 1.983
H -0.087 1.106 -1.392
H -1.395 -1.206 -1.416
H -2.306 -0.577 0.027
H -2.424 0.253 -1.396
H 0.547 -1.032 0.614
H 1.598 -0.519 -2.117
H 2.686 -1.192 -0.772
H 0.366 -2.534 -1.419
```

Properties
energy relative to the best compared isomer or geometry (same formula, charge and spin)	311.0	kJ/mol
HOMO energy	-0.3297	Ha
charge	0
Kohn-Sham gap	9.9	eV
SMILES	CC(C)[C@H](C)NCO
maximum force	5.76	eV/Å
2S+1	1

Charges computed using natural (NBO), reported in e: -0.6178 -0.1835 -0.6204 -0.0699 -0.6360 -0.6650 0.1103 -0.7358 0.2132 0.2056 0.2058 0.1915 0.2000 0.2189 0.1885 0.2094 0.1822 0.2148 0.2257 0.3579 0.1542 0.1748 0.4754

8.
ORCA calculation (ωB97M-V/def2-TZVPD) on 2 unconnected molecules or ions with the total composition C14H9N4O11S2.

```
40
C14H9N4O11S2 (ωB97M-V/def2-TZVPD)
C 2.124 -0.109 -2.104
O 0.782 -0.110 -2.819
C -0.342 -0.127 -2.128
S -1.342 1.355 -2.053
O -1.222 1.948 -0.739
O -1.171 2.136 -3.266
C -2.918 0.513 -2.219
C -2.893 -0.867 -2.213
C -4.071 -1.605 -2.336
C -5.285 -0.930 -2.443
C -5.315 0.467 -2.448
C -4.130 1.197 -2.347
S -1.285 -1.647 -2.034
O -1.100 -2.435 -3.243
O -1.149 -2.222 -0.716
H 2.880 -0.206 -2.888
H 2.178 0.852 -1.586
H 2.116 -0.965 -1.426
H -4.013 -2.688 -2.351
H -6.205 -1.502 -2.553
H -6.260 1.000 -2.562
H -4.119 2.283 -2.369
O 1.682 1.248 6.125
N 1.922 0.208 5.495
O 1.981 -0.920 6.034
C 2.129 0.211 4.049
C 2.207 -0.992 3.370
C 2.234 -1.045 1.965
N 2.732 -2.274 1.367
O 2.859 -3.258 2.125
O 3.066 -2.293 0.163
C 2.180 0.110 1.167
C 2.231 1.317 1.858
N 2.594 2.587 1.376
O 2.763 3.030 0.254
O 2.693 3.409 2.509
N 2.512 2.692 3.680
C 2.245 1.428 3.257
H 2.290 -1.907 3.939
H 2.418 0.109 0.112
```

Properties
energy relative to the best compared isomer or geometry (same formula, charge and spin)	131.2	kJ/mol
HOMO energy	-0.1317	Ha
charge	-1
Kohn-Sham gap	3.3	eV
maximum force	3.67	eV/Å
2S+1	1

Charges computed using natural (NBO), reported in e: -0.2548 -0.5457 -0.6339 2.1260 -0.9497 -0.9491 -0.3191 -0.1942 -0.2241 -0.2135 -0.2179 -0.1837 2.1127 -0.9503 -0.9464 0.1882 0.1680 0.1925 0.2275 0.2080 0.2081 0.2261 -0.3430 0.5084 -0.3926 -0.0016 -0.1289 0.0561 0.4967 -0.3799 -0.3630 -0.1068 0.0297 0.4228 -0.3230 -0.1385 -0.0915 0.1042 0.2915 0.2845